67
Properties=species:S:1:pos:R:3:nbo_charge:R:1 method="wB97M-V/def2-TZVPD" lumo_ev=-3.66 total_charge=+1 multiplicity=1 gap_ev=5.26
C 9.52 1.14 0.16 -0.61
H 9.86 0.12 -0.22 0.20
H 10.50 1.86 -0.10 0.21
H 9.29 1.11 1.11 0.19
C 8.32 1.53 -0.89 -0.16
N 6.97 0.92 -0.62 -0.49
C 6.44 0.67 0.84 -0.18
H 6.85 -0.13 1.01 0.18
C 4.95 0.83 0.62 -0.02
H 4.66 1.45 -0.05 0.19
H 4.60 1.32 1.73 0.16
O 4.42 -0.41 0.36 -0.51
C 3.23 -0.93 0.30 0.42
C 2.24 0.32 0.65 -0.16
C 0.89 -0.18 0.41 -0.10
C 0.46 -1.53 0.40 -0.07
C 1.55 -2.61 0.13 -0.05
C 2.80 -2.12 0.23 -0.33
H 3.73 -2.68 -0.07 0.24
H 1.22 -3.43 -0.02 0.17
C -0.97 -1.59 0.18 -0.02
C -1.90 -2.55 0.23 -0.17
C -3.16 -2.32 0.20 -0.30
C -3.71 -1.12 0.59 0.29
C -2.80 0.09 0.38 -0.25
C -1.36 -0.27 0.54 -0.04
C -0.31 0.45 0.70 0.13
N -0.24 2.05 0.89 -0.06
O -1.56 2.54 1.15 -0.56
H -1.18 3.44 1.30 0.50
H -3.19 1.01 0.80 0.22
O -5.04 -0.91 0.39 -0.54
C -5.88 -1.59 -0.25 -0.04
C -7.13 -0.82 -0.55 -0.23
N -6.61 0.60 -0.76 -0.45
H -5.68 0.86 -0.11 0.50
C -6.10 0.89 -2.33 -0.15
C -4.98 1.90 -1.95 -0.55
H -4.68 2.05 -3.23 0.22
H -4.24 1.65 -1.55 0.19
H -5.18 2.78 -1.68 0.21
H -7.12 1.30 -2.51 0.24
H -5.89 -0.11 -2.54 0.23
C -7.53 1.60 -0.25 -0.27
C -7.50 1.97 1.16 -0.52
H -7.55 0.95 1.75 0.20
H -7.97 2.61 1.59 0.20
H -6.25 2.01 1.57 0.19
H -8.48 1.59 -0.69 0.23
H -7.32 2.74 -0.71 0.21
H -7.71 -0.63 0.31 0.22
H -7.68 -0.98 -1.43 0.23
H -5.25 -1.88 -1.31 0.16
H -6.19 -2.61 0.35 0.20
H -3.71 -3.33 0.12 0.24
H -1.36 -3.54 0.08 0.22
H 2.43 1.20 0.75 0.17
H 6.80 1.63 1.34 0.22
C 6.85 0.01 -1.58 -0.15
C 7.81 -1.36 -1.12 -0.60
H 7.36 -2.20 -2.16 0.15
H 7.64 -1.72 -0.30 0.15
H 8.76 -1.16 -1.71 0.23
H 5.62 -0.39 -1.43 0.16
H 7.02 0.21 -2.56 0.19
H 8.62 1.67 -1.76 0.17
H 8.12 2.64 -0.35 0.16

---

70
Properties=species:S:1:pos:R:3:mulliken_spin:R:1 method="wB97M-V/def2-TZVPD" lumo_ev="-9.02 / -11.95" s_squared=0.795 total_charge=+3 multiplicity=2 gap_ev="7.97 / 5.05"
Tc -0.75 0.45 -0.25 -0.02
C -2.53 0.89 -3.28 0.00
C -3.52 1.33 -2.23 0.00
S -3.18 0.45 -0.68 0.01
C -4.11 1.53 0.46 0.00
C -3.39 1.55 1.78 0.00
S -1.62 1.87 1.52 0.01
C -1.61 3.53 0.82 0.00
C -0.15 3.87 0.58 0.00
S 0.73 2.55 -0.33 0.00
C 0.71 3.16 -2.04 0.00
C -0.57 2.82 -2.77 0.00
S -0.84 1.03 -2.63 0.00
H -2.60 1.51 -4.17 0.00
H -2.66 -0.14 -3.58 0.00
H -4.55 1.08 -2.51 0.00
H -3.47 2.40 -2.05 0.00
H -5.11 1.11 0.54 0.00
H -4.18 2.53 0.04 0.00
H -3.44 0.59 2.30 0.00
H -3.78 2.31 2.46 0.00
H -2.06 4.22 1.53 0.00
H -2.18 3.54 -0.11 0.00
H 0.37 3.99 1.53 0.00
H -0.03 4.80 0.03 0.00
H 1.58 2.71 -2.53 0.00
H 0.88 4.23 -2.01 0.00
H -0.48 3.05 -3.83 0.00
H -1.42 3.35 -2.35 0.00
S 0.23 -2.50 3.25 0.01
C 1.01 -1.04 3.68 0.18
C 1.78 -0.81 4.82 -0.05
C 2.35 0.43 4.95 0.16
C 2.18 1.43 3.95 0.06
C 1.42 1.21 2.84 0.00
C 0.79 -0.04 2.68 0.16
N 0.01 -0.45 1.65 0.10
C -0.34 -1.74 1.81 -0.01
C -1.06 -2.40 0.80 0.10
C -1.38 -3.78 0.86 0.03
C -1.88 -4.39 -0.25 0.03
C -2.06 -3.64 -1.43 0.12
C -1.79 -2.27 -1.46 -0.03
C -1.31 -1.58 -0.35 0.13
H 1.92 -1.58 5.56 0.00
H 2.96 0.65 5.82 0.00
H 2.68 2.38 4.08 0.00
H 1.34 1.98 2.08 0.00
H -1.21 -4.34 1.77 0.00
H -2.13 -5.45 -0.24 0.00
H -2.43 -4.13 -2.32 0.00
H -1.98 -1.75 -2.40 0.01
C 3.97 -2.41 0.27 0.00
C 3.07 -1.94 -0.87 0.00
C 3.87 -1.11 -1.88 0.00
C 2.40 -3.14 -1.55 0.01
N 2.01 -1.14 -0.19 0.01
N 1.11 -0.51 -1.11 0.00
H 4.79 -3.01 -0.13 0.00
H 3.41 -3.02 0.98 0.00
H 4.41 -1.56 0.80 0.00
H 4.68 -1.71 -2.29 0.00
H 4.31 -0.23 -1.40 0.00
H 3.27 -0.80 -2.73 0.00
H 3.16 -3.83 -1.90 0.00
H 1.82 -2.85 -2.42 0.00
H 1.76 -3.67 -0.84 0.00
H 2.46 -0.38 0.33 0.00
H 0.75 -1.27 -1.69 0.00
H 1.62 0.09 -1.77 0.00

---

69
Properties=species:S:1:pos:R:3:nbo_charge:R:1 method="wB97M-V/def2-TZVPD" lumo_ev=0.56 smiles="CCCCCC(=O)Nc1cccc(C2=NO[C@@]3(C2)C[C@H](C(N)=O)N(C(=O)CCCCC)C3)c1" multiplicity=1 gap_ev=8.97
C 7.02 1.82 -6.41 -0.61
C 6.00 1.71 -7.54 -0.39
C 4.67 2.40 -7.22 -0.39
C 3.89 1.71 -6.09 -0.39
C 2.52 2.37 -5.88 -0.49
C 1.77 1.68 -4.75 0.69
O 1.68 2.15 -3.64 -0.61
N 1.25 0.48 -5.13 -0.63
C 0.54 -0.45 -4.37 0.24
C 0.22 -1.67 -4.97 -0.27
C -0.48 -2.63 -4.26 -0.19
C -0.86 -2.39 -2.96 -0.21
C -0.55 -1.17 -2.35 0.01
C -0.97 -0.91 -0.99 0.16
N -1.56 -1.78 -0.27 -0.08
O -1.86 -1.30 0.96 -0.37
C -1.42 0.08 1.09 0.24
C -0.77 0.40 -0.26 -0.48
C -2.60 0.95 1.50 -0.44
C -2.62 0.95 3.03 -0.14
C -2.64 2.39 3.59 0.67
N -2.89 2.43 4.91 -0.82
O -2.45 3.36 2.90 -0.63
N -1.38 0.27 3.43 -0.42
C -1.26 -0.29 4.65 0.71
O -2.12 -0.13 5.50 -0.67
C 0.02 -1.06 4.90 -0.50
C 0.09 -1.62 6.33 -0.39
C -0.86 -2.80 6.53 -0.40
C -0.77 -3.36 7.95 -0.39
C -1.71 -4.54 8.14 -0.60
C -0.48 0.16 2.31 -0.23
C 0.15 -0.21 -3.06 -0.29
H 7.18 2.87 -6.15 0.20
H 6.68 1.29 -5.53 0.20
H 7.97 1.39 -6.72 0.21
H 6.41 2.17 -8.44 0.20
H 5.81 0.66 -7.76 0.19
H 4.05 2.41 -8.12 0.20
H 4.86 3.44 -6.94 0.20
H 3.77 0.66 -6.34 0.19
H 4.46 1.77 -5.16 0.21
H 1.94 2.33 -6.80 0.21
H 2.66 3.42 -5.60 0.23
H 1.42 0.19 -6.09 0.39
H 0.52 -1.87 -5.99 0.20
H -0.72 -3.57 -4.73 0.22
H -1.41 -3.13 -2.39 0.23
H -1.28 1.22 -0.78 0.24
H 0.29 0.65 -0.17 0.23
H -2.45 1.98 1.16 0.25
H -3.53 0.57 1.08 0.24
H -3.46 0.40 3.45 0.23
H -2.85 3.31 5.38 0.40
H -2.88 1.56 5.44 0.43
H 0.08 -1.89 4.19 0.22
H 0.87 -0.39 4.72 0.23
H -0.18 -0.82 7.03 0.21
H 1.11 -1.93 6.54 0.20
H -1.88 -2.48 6.33 0.22
H -0.61 -3.59 5.81 0.19
H -1.02 -2.57 8.66 0.20
H 0.26 -3.68 8.15 0.19
H -2.74 -4.24 7.96 0.20
H -1.46 -5.35 7.45 0.20
H -1.64 -4.92 9.16 0.21
H 0.14 1.06 2.23 0.20
H 0.15 -0.72 2.37 0.23
H 0.40 0.74 -2.62 0.26

---

Calculated total energy across the listed records, respectively: -37086.895 -87330.045 -40661.057 eV.
ΔE to the lowest compared entry with this formula, charge and spin across the listed records, respectively: 2690.6 0.0 41.7 kJ/mol.